A 7-piece molecular cluster, C7H28O7 overall, computed with ωB97M-V/def2-TZVPD.

The geometry in XYZ format:
```
42
Properties=species:S:1:pos:R:3
C 12.914 -10.497 -11.849
O 13.211 -9.685 -10.663
H 12.635 -11.521 -11.603
H 11.998 -10.224 -12.373
H 13.772 -10.496 -12.521
H 13.743 -8.915 -10.877
C 16.005 -13.574 -13.182
O 17.090 -13.662 -12.262
H 15.158 -14.082 -12.720
H 15.835 -12.602 -13.645
H 16.241 -14.363 -13.895
H 17.510 -12.832 -12.500
C 15.274 -9.664 -15.240
O 13.998 -9.125 -15.221
H 15.062 -10.719 -15.415
H 15.880 -9.187 -16.011
H 15.764 -9.636 -14.267
H 13.754 -8.749 -16.070
C 17.319 -11.487 -17.845
O 18.162 -12.566 -17.459
H 17.790 -10.882 -18.619
H 16.390 -11.921 -18.215
H 17.029 -10.978 -16.925
H 18.432 -13.003 -18.270
C 11.331 -7.544 -18.974
O 10.897 -8.756 -19.443
H 10.499 -6.840 -18.988
H 11.943 -7.619 -18.075
H 12.129 -7.176 -19.619
H 10.125 -8.681 -20.009
C 14.032 -10.121 -19.032
O 13.630 -9.399 -17.892
H 14.362 -11.114 -18.728
H 13.202 -10.247 -19.728
H 14.831 -9.761 -19.680
H 12.713 -9.162 -18.050
C 19.114 -10.766 -13.526
O 18.302 -11.206 -12.548
H 19.366 -11.590 -14.193
H 18.572 -10.184 -14.271
H 20.096 -10.393 -13.234
H 17.923 -10.385 -12.225
```

Results
SMILES = CO.CO.CO.CO.CO.CO.CO
Total charge = 0
LUMO = 0.44 eV
E_HOMO = -9.2 eV
Energy above the lowest of the compared OMol25 structures with the same formula, charge and spin = 121.88 kcal per mole

***

C9H31FN11O6Tl as an isolated structure, computed with ωB97M-V/def2-TZVPD.

The geometry in XYZ format:
```
59
Properties=species:S:1:pos:R:3
Tl 0.752 -1.330 -2.122
F -0.801 0.174 -0.107
C -3.099 -2.184 -1.217
O -1.977 -2.344 -1.690
N -3.232 -1.269 -0.301
N -4.162 -2.858 -1.456
H -4.123 -0.895 -0.006
H -2.354 -0.779 -0.202
H -4.060 -3.591 -2.143
H -4.989 -2.538 -0.973
C -2.347 1.290 -3.194
O -1.293 0.720 -3.552
N -3.317 1.679 -3.994
N -2.707 1.517 -1.951
H -3.455 1.160 -4.850
H -4.043 1.920 -3.335
H -3.563 1.944 -1.628
H -2.164 1.023 -1.257
C -0.931 -2.822 1.791
O -0.429 -3.096 0.709
N -1.146 -3.590 2.827
N -1.238 -1.604 2.111
H -0.906 -4.570 2.771
H -1.681 -3.144 3.558
H -1.675 -1.461 3.011
H -1.205 -0.932 1.358
C 1.256 2.586 -1.031
O 1.293 1.641 -1.802
N 0.411 2.636 -0.069
N 2.161 3.419 -1.033
H -0.143 1.824 0.161
H 0.103 3.534 0.278
H 2.810 3.499 -1.803
H 2.255 4.005 -0.216
C -1.929 1.714 3.053
O -2.663 2.221 3.844
N -2.383 1.349 1.838
N -0.646 1.620 3.194
H -3.355 1.571 1.677
H -1.791 0.955 1.120
H -0.195 1.278 2.357
H -0.161 1.836 4.053
C 3.668 -0.176 2.200
C 3.061 -0.179 0.764
C 4.157 -0.471 -0.312
O 3.597 -0.229 -1.586
C 4.577 -0.317 -2.644
N 2.043 -1.260 0.679
H 2.989 0.079 3.013
H 4.530 0.487 2.127
H 3.983 -1.203 2.387
H 2.719 0.843 0.599
H 4.450 -1.521 -0.350
H 5.001 0.187 -0.107
H 4.847 -1.372 -2.673
H 5.486 0.257 -2.465
H 4.085 -0.006 -3.566
H 1.317 -1.142 1.371
H 2.616 -2.085 0.784
```

Results
Total charge = +2
LUMO = -12.11 eV
E_HOMO = -14.7 eV
Energy above the lowest of the compared OMol25 structures with the same formula, charge and spin = 117.75 kcal per mole

***

A 9-piece molecular cluster, H19O9 overall, computed with ωB97M-V/def2-TZVPD.

The geometry in XYZ format:
```
28
Properties=species:S:1:pos:R:3
O 0.225 -0.183 -0.143
H 0.312 0.774 -0.111
H -0.232 -0.685 -0.790
H 0.238 -0.627 0.709
O 0.475 -1.981 -2.453
H 1.052 -1.403 -2.988
H -0.342 -2.103 -3.124
O -1.206 0.694 2.210
H -1.070 1.642 2.183
H -1.453 0.322 3.043
O 1.474 1.698 0.422
H 1.888 1.543 1.218
H 1.830 2.513 0.183
O -0.259 0.925 -2.445
H 0.167 1.815 -2.401
H -1.189 1.151 -2.523
O -2.332 -0.700 -1.165
H -2.563 -1.132 -2.009
H -2.904 0.033 -1.296
O -0.533 2.895 2.342
H -1.600 2.714 2.712
H -0.744 3.057 1.484
O 1.595 -3.717 -0.875
H 1.067 -3.255 -1.506
H 1.648 -3.070 -0.230
O 1.517 -1.171 2.259
H 1.246 -1.510 2.984
H 1.683 -0.235 2.306
```

Results
Total charge = +1
LUMO = -3.53 eV
E_HOMO = -13.2 eV
Energy above the lowest of the compared OMol25 structures with the same formula, charge and spin = 130.94 kcal per mole

***

A 3-piece molecular cluster, C26H57N4O8 overall, computed with ωB97M-V/def2-TZVPD.

The geometry in XYZ format:
```
95
Properties=species:S:1:pos:R:3
C 0.358 3.050 6.906
C 1.625 3.706 6.183
C 1.318 5.060 5.382
N 0.217 4.968 4.390
C -0.693 6.147 4.418
C -1.901 5.781 5.434
C -3.279 6.513 5.078
C -4.478 6.141 6.068
C -5.166 4.718 5.767
O -5.334 4.438 4.348
C -6.704 4.199 4.024
C -7.348 2.727 4.152
O -7.449 5.125 3.648
C 0.688 4.630 3.022
C 1.329 3.140 2.911
N 0.355 2.220 3.602
C 0.688 0.791 3.361
C 1.635 5.734 2.342
O 2.726 5.306 1.809
O 1.366 7.077 2.279
H 0.211 3.577 7.915
H 0.581 1.948 7.161
H -0.581 3.062 6.267
H 2.395 3.972 7.005
H 2.173 2.943 5.514
H 2.308 5.456 4.975
H 0.974 5.829 6.175
H -1.158 6.301 3.374
H -0.159 7.121 4.685
H -2.018 4.636 5.494
H -1.555 6.130 6.471
H -3.578 6.323 3.979
H -3.080 7.647 5.167
H -4.198 6.246 7.174
H -5.303 6.929 5.886
H -6.214 4.728 6.232
H -4.560 3.871 6.263
H -8.289 2.746 3.489
H -6.607 1.919 3.842
H -7.687 2.506 5.232
H -0.261 4.580 2.361
H 1.401 2.842 1.796
H 2.378 3.089 3.357
H -0.579 2.453 3.229
H 1.771 0.582 3.694
H 0.454 0.411 2.305
H 0.036 0.161 4.081
C -0.160 -5.380 -2.064
O 0.646 -4.383 -2.672
C -0.076 -3.534 -3.566
C -0.217 -2.127 -2.983
N -1.139 -2.108 -1.848
C -1.114 -0.860 -1.082
C 0.202 -0.470 -0.391
O 0.569 -1.327 0.686
C 1.253 -2.506 0.294
H 0.501 -6.082 -1.554
H -0.839 -4.944 -1.327
H -0.728 -5.934 -2.817
H -1.051 -3.953 -3.837
H 0.519 -3.467 -4.482
H -0.592 -1.451 -3.760
H 0.784 -1.792 -2.688
H -0.897 -2.864 -1.218
H -1.885 -0.950 -0.310
H -1.428 -0.040 -1.737
H 0.048 0.515 0.060
H 1.033 -0.350 -1.094
H 1.879 -2.353 -0.590
H 0.539 -3.317 0.125
H 1.899 -2.813 1.120
C 2.497 -5.364 -10.282
O 3.713 -5.331 -9.552
C 3.880 -4.143 -8.777
C 3.759 -4.446 -7.283
N 2.383 -4.774 -6.914
C 2.244 -5.331 -5.566
C 2.949 -6.663 -5.268
O 2.398 -7.780 -5.961
C 2.881 -7.951 -7.285
H 2.542 -6.206 -10.975
H 1.640 -5.507 -9.618
H 2.370 -4.449 -10.868
H 3.186 -3.352 -9.081
H 4.895 -3.783 -8.973
H 4.085 -3.570 -6.710
H 4.440 -5.276 -7.061
H 2.022 -5.456 -7.571
H 1.174 -5.470 -5.393
H 2.579 -4.581 -4.841
H 2.796 -6.876 -4.206
H 4.034 -6.613 -5.409
H 3.921 -7.631 -7.395
H 2.237 -7.420 -7.991
H 2.822 -9.013 -7.533
```

Results
Total charge = -1
LUMO = 1.83 eV
E_HOMO = -3.9 eV

***

One molecule with the formula C3H8N2OSe, computed with ωB97M-V/def2-TZVPD.

The geometry in XYZ format:
```
15
Properties=species:S:1:pos:R:3
O -2.609 0.680 0.344
N -1.327 0.297 0.510
C -0.726 -0.984 0.127
N 0.671 -0.777 0.236
C 1.492 -0.267 -0.820
Se 0.823 1.560 -1.362
C -0.456 1.622 0.094
H -3.040 0.473 -0.509
H -1.072 -1.720 0.941
H -1.032 -1.182 -0.931
H 0.983 -0.375 1.099
H 2.494 -0.277 -0.634
H 1.432 -0.811 -1.799
H -1.217 2.370 -0.235
H -0.043 1.912 1.101
```

Results
SMILES = ON1CNC[Se]C1
Total charge = 0
LUMO = 0.75 eV
E_HOMO = -8.2 eV
Energy above the lowest of the compared OMol25 structures with the same formula, charge and spin = 0.00 kcal per mole

***

A 2-piece molecular cluster, C2H6ClO2P overall, computed with ωB97M-V/def2-TZVPD.

The geometry in XYZ format:
```
12
Properties=species:S:1:pos:R:3
C 1.674 -0.341 0.582
C -1.561 2.095 -0.173
O -0.775 -0.643 -0.561
O 0.851 0.853 0.494
P -0.692 0.745 -0.059
Cl -0.584 -3.557 -0.968
H 1.229 -1.206 1.224
H 2.661 -0.038 0.889
H 1.630 -0.690 -0.423
H -1.156 2.815 0.521
H -2.510 2.212 -0.626
H -0.767 -2.245 -0.900
```

Results
Total charge = 0
LUMO = -0.01 eV
E_HOMO = -10.1 eV
Energy above the lowest of the compared OMol25 structures with the same formula, charge and spin = 57.10 kcal per mole

***

C39H57N5P2SSc as an isolated structure, computed with ωB97M-V/def2-TZVPD.

The geometry in XYZ format:
```
105
Properties=species:S:1:pos:R:3
Sc -1.274 -0.265 -0.112
C -1.581 0.434 2.956
C -1.248 1.812 2.397
N -0.755 1.746 1.004
C -1.202 2.885 0.197
C -2.717 2.817 -0.068
N -3.241 1.437 0.021
C -4.075 1.183 1.226
C -3.760 -0.142 1.902
N -2.310 -0.407 1.981
H -0.660 -0.091 3.207
H -2.158 0.544 3.881
H -2.116 2.466 2.429
H -0.500 2.274 3.040
H 0.273 1.752 1.035
H -0.952 3.840 0.672
H -0.652 2.847 -0.745
H -3.258 3.466 0.622
H -2.915 3.207 -1.068
H -3.850 1.288 -0.776
H -3.949 2.007 1.925
H -5.132 1.175 0.952
H -4.208 -0.152 2.901
H -4.203 -0.956 1.332
H -2.200 -1.376 2.271
C 1.804 2.035 -2.031
C 0.702 1.712 -3.039
C 1.265 1.731 -4.458
P -0.145 0.151 -2.526
C -1.248 -0.311 -3.953
C -0.627 -1.020 -5.157
C -2.482 -1.110 -3.507
C 1.134 -1.086 -2.190
C 1.854 -1.738 -3.195
C 2.774 -2.729 -2.910
C 2.978 -3.082 -1.582
C 2.305 -2.436 -0.565
C 1.390 -1.401 -0.829
N 0.758 -0.687 0.192
C 1.094 -1.036 1.537
C 0.494 -2.179 2.077
C 0.670 -2.542 3.403
C 1.468 -1.758 4.216
C 2.091 -0.638 3.688
C 1.936 -0.241 2.354
P 2.536 1.421 1.797
C 4.134 1.291 0.811
C 5.467 1.501 1.532
C 4.220 0.014 -0.013
C 3.069 2.355 3.320
C 1.865 2.898 4.092
C 4.116 1.783 4.301
H 2.143 3.064 -2.164
H 2.659 1.376 -2.196
H 1.493 1.902 -0.992
H -0.081 2.477 -2.972
H 2.001 0.936 -4.597
H 1.774 2.681 -4.636
H 0.491 1.627 -5.217
H -1.586 0.687 -4.274
H -0.361 -2.045 -4.898
H 0.255 -0.522 -5.552
H -1.366 -1.070 -5.960
H -2.166 -2.098 -3.174
H -3.117 -1.260 -4.383
H -2.603 0.306 -1.935
H 1.690 -1.464 -4.227
H 3.315 -3.221 -3.707
H 3.681 -3.866 -1.332
H 2.511 -2.714 0.459
H -0.110 -2.802 1.429
H 0.190 -3.433 3.789
H 1.619 -2.015 5.257
H 2.711 -0.056 4.348
H 4.016 2.125 0.111
H 5.737 0.636 2.138
H 5.497 2.388 2.162
H 6.245 1.617 0.774
H 4.251 -0.868 0.630
H 5.133 0.024 -0.611
H 3.380 -0.095 -0.692
H 3.522 3.223 2.829
H 1.245 2.091 4.492
H 1.247 3.542 3.464
H 2.206 3.495 4.940
H 3.651 1.544 5.259
H 4.891 2.523 4.505
H 4.615 0.886 3.944
S -5.633 -1.134 -1.148
C -5.639 0.123 -2.364
C -4.458 0.396 -2.913
C -3.302 -0.421 -2.403
C -3.876 -1.331 -1.338
C -3.168 -2.281 -0.671
C -3.742 -3.313 0.171
C -3.019 -4.430 0.411
C -1.691 -4.553 -0.105
C -1.117 -3.447 -0.639
N -1.768 -2.252 -0.775
H -6.578 0.589 -2.628
H -4.334 1.128 -3.702
H -4.770 -3.226 0.506
H -3.453 -5.242 0.982
H -1.135 -5.474 -0.013
H -0.075 -3.442 -0.936
```

Results
Total charge = +1
LUMO = -1.86 eV
E_HOMO = -8.9 eV
Energy above the lowest of the compared OMol25 structures with the same formula, charge and spin = 16.12 kcal per mole

***

A 2-piece molecular cluster, C5H12NO2 overall, computed with ωB97M-V/def2-TZVPD.

The geometry in XYZ format:
```
20
Properties=species:S:1:pos:R:3
O 1.043 -1.357 1.858
C 1.729 -0.819 1.050
C 0.928 -0.093 0.017
N -0.718 -0.087 0.285
C -1.125 0.857 -0.798
C 0.118 1.760 -1.013
C 1.359 1.283 -0.268
H 2.726 -0.801 0.926
H 0.882 -0.975 -0.685
H -1.306 -0.963 0.287
H -0.696 0.349 1.295
H -1.091 0.404 -1.844
H -2.146 1.202 -0.540
H 0.161 2.849 -0.701
H 0.034 1.784 -2.213
H 1.678 1.932 0.588
H 2.224 1.288 -0.982
H -2.271 -3.138 0.316
H -1.745 -2.907 1.677
O -1.782 -2.570 0.744
```

Results
Multiplicity = 2
Total charge = 0
LUMO (alpha / beta) = 0.65 / 0.34 eV
E_HOMO (alpha / beta) = -3.1 / -7.8 eV
Energy above the lowest of the compared OMol25 structures with the same formula, charge and spin = 117.07 kcal per mole

***

C24H39F4N4O4SZr as an isolated structure, computed with ωB97M-V/def2-TZVPD.

The geometry in XYZ format:
```
77
Properties=species:S:1:pos:R:3
Zr -0.089 0.124 0.233
C 0.935 2.605 1.866
C -0.377 2.441 2.598
O -0.924 1.166 2.175
C -2.273 0.963 2.656
C -2.764 -0.342 2.059
O -2.241 -0.496 0.716
C -3.115 -0.134 -0.393
C -2.969 1.341 -0.685
O -1.545 1.620 -0.683
C -1.240 3.041 -0.661
C 0.256 3.212 -0.468
O 0.764 2.223 0.476
H 1.703 1.935 2.253
H 1.315 3.625 1.920
H -1.094 3.224 2.342
H -0.225 2.441 3.679
H -2.877 1.818 2.349
H -2.270 0.910 3.746
H -3.852 -0.382 2.036
H -2.405 -1.204 2.617
H -4.143 -0.385 -0.135
H -2.790 -0.747 -1.230
H -3.439 1.968 0.076
H -3.389 1.589 -1.661
H -1.821 3.492 0.146
H -1.544 3.487 -1.609
H 0.479 4.211 -0.094
H 0.810 3.051 -1.388
C 1.410 -2.598 3.674
C 0.703 -1.497 2.902
N 0.676 -1.657 1.408
C 2.063 -1.791 0.841
C 2.828 -0.479 0.834
C -0.156 -2.818 0.971
C -0.398 -2.783 -0.549
N -0.315 -1.399 -1.052
C -0.229 -1.185 -2.439
C 0.381 -0.005 -2.820
F 0.874 0.742 -1.727
C 0.575 0.404 -4.112
F 1.197 1.546 -4.361
C 0.112 -0.420 -5.125
C -0.518 -1.602 -4.784
F -0.969 -2.404 -5.729
C -0.715 -1.989 -3.458
F -1.348 -3.127 -3.185
H 1.224 -2.451 4.737
H 2.489 -2.581 3.536
H 1.037 -3.589 3.420
H 1.168 -0.530 3.111
H -0.338 -1.420 3.218
H 1.987 -2.174 -0.175
H 2.588 -2.550 1.421
H 2.407 0.330 0.204
H 3.777 -0.656 0.325
H 3.027 -0.080 1.829
H -1.093 -2.774 1.525
H 0.344 -3.747 1.247
H -1.369 -3.232 -0.760
H 0.360 -3.359 -1.084
H 0.241 -0.144 -6.163
C 2.680 -4.646 -4.157
N 3.853 -3.805 -4.200
C 5.080 -4.248 -4.873
C 6.031 -3.056 -4.680
N 5.319 -2.276 -3.668
C 4.065 -2.704 -3.482
S 2.938 -1.916 -2.479
H 2.497 -5.053 -5.150
H 1.827 -4.049 -3.848
H 2.815 -5.475 -3.458
H 4.878 -4.456 -5.922
H 5.456 -5.160 -4.404
H 6.157 -2.481 -5.597
H 7.010 -3.363 -4.320
H 5.613 -1.387 -3.306
```

Results
Total charge = +3
LUMO = -9.52 eV
E_HOMO = -15.1 eV
Energy above the lowest of the compared OMol25 structures with the same formula, charge and spin = 0.00 kcal per mole

***

Number 1: electronic energy -22040.593 eV. Number 2: electronic energy -45905.028 eV. Number 3: electronic energy -18726.007 eV. Number 4: electronic energy -50221.630 eV. Number 5: electronic energy -73610.826 eV. Number 6: electronic energy -28076.817 eV. Number 7: electronic energy -98929.933 eV. Number 8: electronic energy -10958.295 eV. Number 9: electronic energy -62632.853 eV.